(1)
Molecular formula: C7H11N4
Method: DFT, wB97M-V/def2-TZVPD

Structure (XYZ):
```
22
Properties=species:S:1:pos:R:3:nbo_charge:R:1
C -3.841 0.383 0.852 -0.21
C -3.674 0.796 -0.513 -0.17
C -2.777 -0.388 1.212 -0.04
C -2.642 0.101 -1.018 -0.10
C 1.228 -0.437 0.012 0.33
C 3.537 -0.395 0.245 -0.26
C 3.075 0.878 -0.327 -0.25
N -1.959 -0.543 0.041 -0.10
N 2.243 -1.099 0.533 -0.60
N 1.670 0.701 -0.467 -0.59
N -1.041 -1.413 0.002 -0.12
H -4.347 0.972 1.550 0.25
H -4.242 1.543 -1.099 0.26
H -2.684 -1.116 2.055 0.26
H -2.138 0.237 -1.947 0.23
H 4.325 -0.959 -0.264 0.23
H 4.052 -0.080 1.163 0.22
H 3.117 1.742 0.396 0.20
H 3.396 1.303 -1.227 0.23
H 2.291 -2.101 0.869 0.44
H 1.073 1.319 -1.132 0.43
H -0.661 -1.443 -0.935 0.37
```

Properties
**Energy above the lowest of the compared OMol25 structures with the same formula, charge and spin**: 136.05 kcal per mole
**Net charge**: +1
**LUMO (alpha / beta)**: -0.202 / -0.202 hartree
**HOMO energy (alpha / beta)**: -0.470 / -0.470 hartree
**M**: 151.19 g/mol

=====

(2)
Molecular formula: C7H11N4O
Method: DFT, wB97M-V/def2-TZVPD

Structure (XYZ):
```
23
Properties=species:S:1:pos:R:3:nbo_charge:R:1
C 4.270 0.520 0.186 -0.25
C 4.087 -0.900 0.124 0.04
C 3.035 1.046 0.014 -0.04
C 0.861 -0.044 -0.356 0.68
C -2.084 -0.364 -0.078 0.30
C -2.060 0.040 1.400 -0.62
C -3.566 -0.163 -0.612 -0.57
N 2.843 -1.202 -0.055 -0.21
N 2.156 -0.033 -0.149 -0.29
N -1.865 -1.674 -0.285 -0.40
N 0.013 0.829 -0.713 -0.27
O -1.361 0.610 -0.878 -0.34
H 5.192 1.043 0.341 0.27
H 4.828 -1.669 0.211 0.25
H 2.689 2.060 -0.009 0.24
H -2.620 -0.682 1.983 0.25
H -2.496 1.029 1.510 0.23
H -1.032 0.048 1.760 0.21
H -3.765 -0.793 -1.475 0.24
H -3.649 0.884 -0.894 0.24
H -4.254 -0.422 0.184 0.24
H -1.376 -1.944 -1.133 0.35
H 0.155 1.779 -1.077 0.45
```

Properties
**Energy above the lowest of the compared OMol25 structures with the same formula, charge and spin**: 183.06 kcal per mole
**Net charge**: +1
**LUMO (alpha / beta)**: -0.262 / -0.166 hartree
**HOMO energy (alpha / beta)**: -0.496 / -0.523 hartree
**M**: 167.19 g/mol

=====

(3)
Molecular formula: C7H11N4O
Method: DFT, wB97M-V/def2-TZVPD

Structure (XYZ):
```
23
Properties=species:S:1:pos:R:3:nbo_charge:R:1
C -3.073 0.839 -1.105 0.34
C -1.322 -0.216 -0.567 0.28
C -2.327 -1.001 -0.121 0.04
C 1.482 1.410 1.012 -0.18
C 1.069 -0.578 -0.071 0.12
C -2.346 -2.150 0.761 -0.65
C 3.055 0.644 -0.807 -0.41
N -3.424 -0.164 -0.336 -0.42
N 1.055 0.249 1.940 -0.03
N 0.824 -0.738 1.260 -0.15
N 1.685 0.785 -0.351 -0.41
O -1.797 0.802 -1.391 -0.45
H -3.826 1.557 -1.515 0.23
H 0.851 2.321 1.191 0.28
H 2.376 1.683 1.488 0.24
H 1.119 -1.333 -0.827 0.26
H -1.729 -2.914 0.350 0.24
H -1.805 -1.729 1.708 0.25
H -3.287 -2.481 1.111 0.26
H 3.216 -0.167 -1.441 0.24
H 3.276 1.583 -1.193 0.23
H 3.702 0.424 0.065 0.24
H 1.227 1.174 -1.161 0.46
```

Properties
**Energy above the lowest of the compared OMol25 structures with the same formula, charge and spin**: 183.31 kcal per mole
**Net charge**: +1
**LUMO (alpha / beta)**: -0.206 / -0.196 hartree
**HOMO energy (alpha / beta)**: -0.472 / -0.461 hartree
**M**: 167.19 g/mol

=====

(4)
Molecular formula: C7H11N4O3P
Method: DFT, wB97M-V/def2-TZVPD

Structure (XYZ):
```
26
Properties=species:S:1:pos:R:3:mulliken_spin:R:1
C -0.244 -2.448 0.746 -0.07
C 0.737 -1.773 0.181 0.39
C -1.542 -2.414 0.185 0.43
C 0.540 -0.741 -0.928 0.04
C -1.927 -1.447 -0.634 0.27
C -0.995 -0.503 -1.096 0.13
C -1.454 0.605 -1.688 0.44
N 2.220 0.475 1.903 0.00
N 1.153 2.519 0.998 0.00
N -0.602 0.543 1.638 0.00
N -0.775 1.674 -2.278 0.01
O 0.388 1.589 -2.652 0.07
O -1.368 2.745 -2.180 0.16
O 1.189 0.441 -0.528 0.03
P 0.867 0.890 1.041 0.02
H -0.006 -3.286 1.409 0.00
H 1.739 -1.892 0.619 0.02
H -2.185 -3.262 0.491 0.01
H 0.945 -1.029 -1.936 0.04
H -3.018 -1.362 -0.807 0.00
H -2.473 0.781 -1.928 -0.01
H 2.873 1.144 2.272 0.00
H 2.677 -0.378 1.591 0.00
H 0.241 2.773 0.820 0.00
H 1.866 3.069 0.528 0.00
H -0.845 1.288 2.234 0.01
```

Properties
**2S+1**: 3
**Net charge**: 0
**LUMO (alpha / beta)**: 0.009 / -0.108 hartree
**HOMO energy (alpha / beta)**: -0.240 / -0.322 hartree
**M**: 230.16 g/mol

=====

(5)
Molecular formula: C7H11N5
Method: DFT, wB97M-V/def2-TZVPD

Structure (XYZ):
```
23
Properties=species:S:1:pos:R:3:nbo_charge:R:1
C 0.632 1.920 -0.115 -0.22
C 0.328 1.606 1.158 0.00
C -1.699 -2.172 -1.272 0.45
C 0.520 -1.248 -1.557 0.55
C 1.516 0.897 -0.826 -0.27
C 0.772 0.268 1.609 -0.34
C -0.623 2.252 1.972 -0.62
N -0.520 -2.014 -1.151 -0.48
N 0.983 -1.550 -2.673 -0.71
N 0.506 -0.797 0.694 -0.17
N 0.816 -0.366 -0.551 -0.25
N -2.635 -2.939 -0.818 -0.83
H 0.170 2.802 -0.536 0.21
H 1.515 1.156 -2.014 0.23
H 2.504 0.865 -0.476 0.21
H 1.759 0.121 1.980 0.22
H 0.103 0.063 2.498 0.21
H -0.100 2.633 2.929 0.22
H -1.403 1.397 2.222 0.22
H -1.083 3.053 1.470 0.22
H 1.858 -1.143 -2.991 0.34
H -2.320 -3.771 -0.350 0.37
H -3.599 -3.035 -1.203 0.41
```

Properties
**Energy above the lowest of the compared OMol25 structures with the same formula, charge and spin**: 133.26 kcal per mole
**Net charge**: 0
**LUMO (alpha / beta)**: 0.013 / 0.023 hartree
**HOMO energy (alpha / beta)**: -0.268 / -0.242 hartree
**M**: 165.20 g/mol

=====

(6)
Molecular formula: C7H11N5
Method: DFT, wB97M-V/def2-TZVPD

Structure (XYZ):
```
23
Properties=species:S:1:pos:R:3:nbo_charge:R:1
C 3.651 -0.230 -0.203 0.01
C 3.037 0.382 -1.269 -0.24
C 2.944 -0.942 0.834 -0.16
C 1.667 0.481 -1.387 -0.06
C 1.572 -0.837 0.707 -0.14
C 0.919 -0.155 -0.363 0.06
C -1.466 -0.714 -0.330 0.31
N -2.705 -0.420 -0.221 -0.20
N -0.408 0.037 -0.381 -0.16
N -4.930 -0.539 0.005 -0.44
N -0.707 1.578 0.949 -0.79
N -3.726 -0.657 0.409 0.17
H 4.668 -0.057 -0.043 0.24
H 3.736 0.842 -1.938 0.27
H 3.541 -1.349 1.545 0.26
H 1.214 1.152 -2.128 0.26
H 0.965 -1.122 1.482 0.23
H -1.251 -1.723 -0.655 0.26
H -5.610 -0.720 0.722 0.45
H -5.123 -0.398 -0.963 0.42
H -0.684 2.313 0.268 0.42
H -1.529 1.506 1.629 0.45
H 0.224 1.574 1.331 0.41
```

Properties
**Energy above the lowest of the compared OMol25 structures with the same formula, charge and spin**: 124.22 kcal per mole
**Net charge**: +2
**LUMO (alpha / beta)**: -0.379 / -0.380 hartree
**HOMO energy (alpha / beta)**: -0.638 / -0.638 hartree
**M**: 165.20 g/mol

=====

(7)
Molecular formula: C7H11NO
Method: DFT, wB97M-V/def2-TZVPD

Structure (XYZ):
```
20
Properties=species:S:1:pos:R:3:nbo_charge:R:1
C -0.261 1.959 0.968 -0.49
C -0.097 0.599 0.573 -0.27
C 0.937 -0.476 0.949 -0.41
C 0.063 -1.535 0.097 -0.26
C -1.200 -0.533 0.363 0.16
C 0.400 -1.010 -1.237 -0.18
C 0.372 0.445 -1.018 -0.03
H -1.541 2.315 1.680 0.28
H -0.025 3.011 -0.599 0.12
H 1.007 1.981 1.676 0.23
H 0.759 -0.553 2.040 0.22
H 1.997 -0.364 0.709 0.20
H -0.206 -2.675 0.157 0.24
H -1.702 -0.916 1.434 0.15
H -1.866 -0.692 -1.305 0.47
H 0.349 -1.597 -2.099 0.22
H 2.194 -0.434 -0.964 0.36
H -0.402 1.053 -1.436 0.23
N 1.441 -0.193 -1.492 -0.55
O -2.220 -0.383 -0.499 -0.69
```

Properties
**Energy above the lowest of the compared OMol25 structures with the same formula, charge and spin**: 283.91 kcal per mole
**Net charge**: 0
**LUMO**: -0.005 hartree
**HOMO energy**: -0.330 hartree
**M**: 125.17 g/mol

=====

(8)
Molecular formula: C7H11NO
Method: DFT, wB97M-V/def2-TZVPD

Structure (XYZ):
```
20
Properties=species:S:1:pos:R:3:nbo_charge:R:1
C 0.424 -1.031 -0.823 0.02
C -0.486 1.550 0.224 -0.52
C -1.775 0.897 -0.307 -0.05
C -0.559 -0.637 -1.650 0.11
C 0.330 0.510 0.943 0.33
C 1.355 -2.125 -1.285 -0.62
C 0.648 0.781 2.379 -0.65
N 0.704 -0.597 0.453 -0.46
O -1.572 0.261 -1.539 -0.49
H 0.067 1.933 -0.637 0.24
H -0.726 2.378 0.888 0.22
H -2.157 0.183 0.434 0.17
H -2.546 1.648 -0.503 0.19
H -0.641 -1.122 -2.616 0.19
H 2.134 -1.718 -1.929 0.21
H 0.819 -2.892 -1.838 0.21
H 1.828 -2.572 -0.416 0.23
H -0.274 0.790 2.963 0.22
H 1.123 1.757 2.496 0.21
H 1.304 0.006 2.763 0.24
```

Properties
**Energy above the lowest of the compared OMol25 structures with the same formula, charge and spin**: 33.23 kcal per mole
**Net charge**: 0
**LUMO**: 0.033 hartree
**HOMO energy**: -0.294 hartree
**SMILES string**: CC1=COCCC(C)=N1
**M**: 125.17 g/mol

=====

(9)
Molecular formula: C7H11NO2
Method: DFT, wB97M-V/def2-TZVPD

Structure (XYZ):
```
21
Properties=species:S:1:pos:R:3:nbo_charge:R:1
C -2.503 -1.342 -0.598 -0.75
C -1.942 0.306 -0.796 -0.38
C -0.618 0.120 0.310 -0.14
C -1.220 0.490 1.674 -0.63
C 0.296 -1.187 0.084 -0.58
C 1.770 -0.750 0.043 0.68
C 0.409 1.199 -0.195 0.69
H -3.143 -1.739 0.360 0.21
H -3.436 -2.128 -1.216 0.24
H -1.086 -1.842 -0.333 0.23
H -1.753 0.280 -1.845 0.22
H -2.491 1.339 -0.173 0.24
H -2.044 -0.071 2.055 0.24
H -0.420 0.483 2.574 0.22
H -1.474 1.572 1.619 0.24
H 0.214 -1.638 -1.179 0.28
H -0.351 -2.201 0.690 0.30
H 2.405 1.185 -0.865 0.43
N 1.641 0.603 -0.110 -0.65
O 2.772 -1.381 0.044 -0.53
O 0.346 2.321 -0.550 -0.55
```

Properties
**Energy above the lowest of the compared OMol25 structures with the same formula, charge and spin**: 215.34 kcal per mole
**Net charge**: 0
**LUMO**: 0.013 hartree
**HOMO energy**: -0.349 hartree
**M**: 141.17 g/mol

=====

(10)
Molecular formula: C7H11NO3
Method: DFT, wB97M-V/def2-TZVPD

Structure (XYZ):
```
22
Properties=species:S:1:pos:R:3:nbo_charge:R:1
C -1.213 -1.059 1.071 -0.05
C -1.744 0.125 -0.811 -0.28
C 0.317 1.634 1.587 0.24
C 0.129 -0.539 0.807 0.20
C -0.287 0.586 -0.295 0.26
C 1.087 -1.725 0.492 -0.62
C 0.653 0.907 -1.405 -0.65
N -2.195 -0.668 0.352 0.16
O -3.386 -0.941 0.507 -0.52
O 0.648 0.238 1.847 -0.54
O -0.474 1.721 0.523 -0.53
H -1.263 -1.719 1.953 0.21
H -2.482 1.001 -0.824 0.24
H -1.860 -0.487 -1.668 0.22
H -0.231 1.915 2.590 0.17
H 1.287 2.264 1.440 0.15
H 1.966 -1.328 0.094 0.21
H 0.598 -2.522 -0.145 0.22
H 1.366 -2.140 1.404 0.23
H 0.458 1.986 -1.414 0.24
H 0.337 0.345 -2.237 0.22
H 1.795 0.660 -1.147 0.22
```

Properties
**Energy above the lowest of the compared OMol25 structures with the same formula, charge and spin**: 105.01 kcal per mole
**Net charge**: 0
**LUMO (alpha / beta)**: 0.026 / 0.026 hartree
**HOMO energy (alpha / beta)**: -0.318 / -0.318 hartree
**SMILES string**: C[C@@]12C[N+]([O-])=C[C@]1(C)OCO2
**M**: 157.17 g/mol

=====

(11)
Molecular formula: C7H11NOS
Method: DFT, wB97M-V/def2-TZVPD

Structure (XYZ):
```
21
Properties=species:S:1:pos:R:3:nbo_charge:R:1
C -0.672 1.712 -2.015 -0.33
C -2.016 1.809 -2.485 0.06
C -0.183 0.502 -1.831 -0.02
C 2.096 0.912 2.504 -0.80
C -0.994 -0.599 -1.916 -0.20
C -2.360 -0.321 -1.388 -0.33
C 0.858 -0.920 0.823 -0.88
N -2.838 0.940 -1.957 -0.34
O -0.565 0.674 2.215 -0.99
S 0.629 0.734 1.385 1.28
H -0.083 2.590 -1.777 0.23
H -2.461 2.736 -2.842 0.21
H 2.073 1.833 2.963 0.23
H 2.099 0.061 3.172 0.22
H -0.631 -1.569 -2.132 0.21
H 2.970 0.693 1.933 0.22
H -2.961 -1.173 -1.601 0.24
H -2.415 -0.126 -0.280 0.26
H -0.031 -1.209 0.220 0.25
H 1.820 -1.137 0.161 0.24
H 0.835 -1.664 1.647 0.23
```

Properties
**Energy above the lowest of the compared OMol25 structures with the same formula, charge and spin**: 117.79 kcal per mole
**Net charge**: 0
**LUMO (alpha / beta)**: -0.023 / -0.023 hartree
**HOMO energy (alpha / beta)**: -0.317 / -0.317 hartree
**M**: 157.24 g/mol

=====

(12)
Molecular formula: C7H11NOS
Method: DFT, wB97M-V/def2-TZVPD

Structure (XYZ):
```
21
Properties=species:S:1:pos:R:3:nbo_charge:R:1
C 0.036 -0.263 0.213 0.25
C -0.094 2.268 -0.506 -0.14
C -1.135 1.070 1.790 0.57
C 1.159 2.690 -1.045 -0.78
C 1.497 -1.602 -1.320 -0.59
C -1.913 -1.254 1.404 -0.44
C 0.196 -1.468 -0.550 -0.57
N -0.979 -0.123 1.050 -0.47
O -1.831 1.206 2.746 -0.54
S -0.154 2.460 1.170 0.26
H 2.013 2.740 -0.402 0.19
H 0.864 3.640 -1.491 0.26
H 1.595 2.031 -1.822 0.25
H 1.583 -0.962 -2.218 0.21
H 1.450 -2.679 -1.631 0.21
H 2.288 -1.295 -0.689 0.22
H -2.732 -0.945 2.063 0.25
H -2.205 -1.630 0.468 0.21
H -1.078 -1.934 1.803 0.21
H 0.007 -2.254 0.201 0.22
H -0.568 -1.696 -1.235 0.24
```

Properties
**Energy above the lowest of the compared OMol25 structures with the same formula, charge and spin**: 127.04 kcal per mole
**Net charge**: 0
**LUMO (alpha / beta)**: -0.001 / -0.001 hartree
**HOMO energy (alpha / beta)**: -0.271 / -0.271 hartree
**M**: 157.24 g/mol